[1]
37
Properties=species:S:1:pos:R:3:forces:R:3:nbo_charge:R:1 method="wB97M-V/def2-TZVPD" smiles="C[C@H](NC(=O)[C@@H](N)Cc1c[nH]c2ccccc12)C(=O)O" e_tot_ha=-933.586337 homo_energy_ev=-8.07 max_force_ev_per_a=6.489 gap_ev=8.74 e_above_lowest_kj_mol=446.27
O -0.0542 -3.0045 -1.3560 0.10 1.87 -0.46 -0.581
O -0.9404 -0.8557 -1.0979 1.23 -0.02 -2.56 -0.687
O -2.2941 0.6575 2.5128 -2.98 0.97 1.03 -0.612
N -0.4176 2.6675 -1.8644 -1.07 0.06 3.47 -0.525
N -1.6843 -1.0644 1.2201 -3.03 0.44 0.35 -0.682
N 1.0312 -0.5482 2.1576 1.93 0.54 -0.30 -0.842
C 1.0923 1.5222 -0.6606 3.06 -4.68 -3.08 -0.105
C -0.5046 -2.0698 -0.7348 -1.01 0.85 0.84 0.786
C 2.6693 0.0402 -1.8277 -1.11 -0.51 1.03 -0.238
C -0.0320 1.8701 1.7120 -0.84 -1.12 0.03 -0.405
C 0.2001 1.9983 0.2307 -2.65 0.70 3.33 -0.139
C -0.0239 0.3833 2.4103 -0.81 1.40 -1.19 -0.137
C -0.7098 2.6927 -0.4509 -2.03 1.48 -3.20 -0.014
C -1.4330 -0.0595 2.1371 3.06 -1.38 -0.80 0.685
C -1.8414 -3.4633 0.5231 2.76 -1.93 5.55 -0.602
C 0.6440 1.8683 -1.9781 1.95 0.99 0.97 0.153
C 2.0409 0.4127 -0.6509 0.56 1.95 1.47 -0.202
C 1.3239 1.5431 -3.1132 0.23 -2.81 -2.39 -0.229
C -0.9283 -2.2350 0.7067 -0.01 0.46 0.39 -0.194
C 2.2223 0.4327 -3.0800 -1.36 2.99 1.06 -0.189
H 0.8923 1.8427 -4.0911 0.43 -0.10 0.67 0.207
H 1.2372 -0.6752 1.1482 -0.36 0.25 1.24 0.371
H -1.6713 3.1090 -0.1476 0.55 0.07 0.13 0.214
H 1.8898 -0.1147 2.5946 -1.03 -0.98 -0.84 0.374
H -1.0491 2.3980 1.9633 2.39 -1.00 -0.09 0.257
H -2.7481 -0.9592 1.1363 1.82 -1.04 -0.45 0.416
H 0.1067 0.6636 3.4277 -0.58 0.00 1.03 0.219
H 3.4161 -0.6776 -1.6649 0.89 -1.18 -0.43 0.210
H -1.1557 -0.3443 -0.2801 -0.05 -0.50 -0.55 0.512
H 0.8166 2.2535 2.2017 0.88 1.36 0.78 0.205
H -1.9630 -3.9391 1.5934 -0.06 0.69 -1.91 0.206
H 2.4109 -0.0520 0.3431 -0.27 1.21 -2.18 0.192
H -0.0225 -2.1004 1.3172 -0.34 -1.91 0.12 0.272
H 2.4442 -0.0689 -3.9752 0.85 -0.33 -0.97 0.218
H -2.7738 -3.1332 0.2658 -2.35 0.62 -1.26 0.210
H -0.8360 3.2374 -2.5544 -0.35 0.30 -0.56 0.415
H -1.3548 -4.2279 -0.0738 -0.40 0.28 -0.24 0.260

[2]
11
Properties=species:S:1:pos:R:3:forces:R:3:nbo_charge:R:1 method="wB97M-V/def2-TZVPD" smiles=Sc1csnn1.S e_tot_ha=-1382.617043 homo_energy_ev=-8.88 max_force_ev_per_a=3.240 gap_ev=9.12 e_above_lowest_kj_mol=144.53
S 0.2295 -1.6290 1.4818 0.09 -1.29 -0.05 -0.309
S 0.3572 2.0237 0.7854 -2.35 0.64 2.13 0.080
S -1.2875 -1.0888 -1.4374 -0.41 1.57 0.29 0.629
N 0.1879 -0.5610 -1.9791 0.39 -1.08 -0.61 -0.350
N 0.6417 0.4250 -1.3351 0.87 0.19 -0.12 -0.204
C -0.1748 0.8773 -0.3582 -1.22 -0.74 -0.76 -0.095
C -1.3788 0.2182 -0.3290 -0.89 0.18 0.27 -0.454
H -2.2596 0.4681 0.3009 0.94 -0.51 -0.50 0.263
H 1.0370 -2.2190 0.5497 -0.26 0.44 0.56 0.160
H 1.5075 2.3000 0.3498 2.24 0.29 -1.31 0.135
H 1.1400 -0.8145 1.9712 0.60 0.29 0.11 0.146